1.
This record from the Open Molecules 2025 dataset describes a molecular structure, C6H22AgNO5. The level of theory is ωB97M-V/def2-TZVPD.

Properties
Multiplicity: 2
Total charge: +1
LUMO energy (spin up / spin down) in hartree: -0.1954 / -0.3270

Structure (XYZ):
```
35
Properties=species:S:1:pos:R:3:forces:R:3:mulliken_charge:R:1
Ag -36.1660 -16.6054 -9.0671 0.2 0.4 0.4 0.555
O -37.0718 -12.2506 -7.2340 0.1 -0.7 0.1 -0.381
O -34.9491 -12.6783 -10.4971 0.2 0.5 -0.3 -0.595
O -32.6503 -15.5719 -11.5509 0.4 0.0 -0.7 -0.424
O -34.8292 -15.2252 -10.0244 0.6 -0.8 -0.1 -0.561
O -32.8921 -14.7604 -8.0297 -0.6 -0.7 0.7 -0.493
N -35.7684 -15.6199 -7.0606 1.6 -1.6 -0.7 -0.378
C -36.5708 -14.5278 -6.6780 -1.4 2.2 1.0 0.471
C -36.2300 -14.1060 -5.2435 -0.9 -0.3 1.3 -1.445
C -37.1985 -11.2047 -8.1974 -0.2 -0.5 0.2 -0.669
C -36.3710 -13.4104 -7.6825 -0.5 1.4 0.5 -0.188
C -33.0268 -15.8226 -12.9000 -0.3 -0.1 -0.4 -0.580
C -32.2482 -13.5169 -7.8417 0.4 0.3 -0.1 -0.591
H -37.1253 -13.7800 -4.7141 -0.2 0.1 -0.3 0.370
H -34.7994 -14.8505 -10.9262 -1.1 -0.7 -0.4 0.246
H -35.9735 -15.0058 -4.6842 0.3 -0.1 0.1 0.423
H -34.1046 -15.7726 -13.0552 -0.3 0.0 0.2 0.232
H -34.8289 -15.2540 -7.0004 1.1 0.1 -1.0 0.235
H -31.9626 -13.3854 -6.7981 -0.2 -0.2 0.1 0.273
H -35.5164 -13.3251 -4.9809 0.4 -0.1 -0.9 0.333
H -32.7444 -16.8238 -13.2257 0.3 0.0 0.2 0.272
H -37.7283 -11.6205 -9.0544 0.0 0.2 -0.4 0.266
H -32.9150 -12.7028 -8.1259 0.2 0.2 -0.1 0.260
H -31.3247 -13.5211 -8.4207 0.0 0.4 -0.1 0.280
H -37.6211 -14.8190 -6.6937 -0.1 0.0 0.0 0.372
H -36.7391 -13.7500 -8.6506 -0.1 0.0 -0.5 0.252
H -35.6713 -16.3030 -6.3230 -0.8 -0.6 0.3 0.248
H -34.9220 -13.6219 -10.3386 -0.1 1.0 0.8 0.327
H -35.8239 -12.5196 -10.8518 -0.2 0.3 -0.2 0.345
H -37.8148 -10.4195 -7.7597 0.1 -0.2 0.1 0.259
H -36.2360 -10.7823 -8.4862 0.1 -0.1 -0.1 0.281
H -35.3216 -13.1329 -7.7816 0.3 -0.3 -0.1 0.149
H -32.6217 -15.0980 -13.6064 0.3 0.1 0.3 0.287
H -33.4875 -14.7010 -8.7804 0.1 0.1 -0.2 0.306
H -33.4293 -15.4231 -11.0101 0.5 -0.5 0.3 0.263
```
Forces are in eV/Å.

***

2.
This record from the Open Molecules 2025 dataset describes a molecular structure, C6H22BFGaN2O3. The level of theory is ωB97M-V/def2-TZVPD.

Properties
Total charge: -1
LUMO energy in hartree: 0.0945

Structure (XYZ):
```
36
Properties=species:S:1:pos:R:3:forces:R:3:mulliken_charge:R:1
Ga 3.3723 0.5980 -0.2179 0.4 0.3 0.0 -0.193
F 3.8596 3.2269 -1.5112 -1.9 -0.9 0.1 -0.381
O -2.7025 -0.4400 2.6000 0.2 -0.1 0.2 -0.474
O -0.7334 -1.6295 -0.5522 -0.1 0.0 0.2 -0.477
O 4.6825 -1.3626 -2.1974 -1.8 1.7 -1.6 -0.579
N 5.1359 0.9200 0.5818 0.7 -0.7 -0.3 -0.556
N 2.0625 -1.7070 -1.7965 0.9 1.7 -0.3 -0.556
C 1.4410 2.8902 -0.5277 -0.2 0.1 0.4 -0.837
C 2.7145 2.2555 -1.3439 -0.7 0.1 -0.4 0.226
C -1.6523 -2.5238 -1.1621 0.1 0.1 0.4 -0.340
C -4.0434 0.0196 2.6837 0.3 0.3 0.1 -0.237
C -4.1285 1.4560 2.2110 -0.1 0.2 -0.2 -1.011
C -3.0411 -2.3020 -0.5998 -0.3 0.0 0.0 -0.935
B 3.4098 -1.0007 -1.5429 0.0 -0.8 -0.3 0.552
H -1.3156 -3.5496 -0.9831 -0.1 -0.1 -0.2 0.274
H 2.4184 1.9307 -2.4531 0.5 1.1 2.2 0.160
H -3.7756 1.5427 1.1780 -0.1 -0.1 0.1 0.255
H 1.3664 2.3126 0.5142 0.0 1.4 -2.3 0.140
H 0.3953 2.7551 -1.0865 2.3 0.2 1.1 0.190
H 1.4285 -1.3833 -1.0211 0.8 -0.4 -1.2 0.180
H -3.3655 -1.2704 -0.7714 0.1 -0.1 0.0 0.224
H 5.2717 0.2158 1.3520 0.1 0.8 -1.3 0.165
H 4.9192 -0.5315 -2.7434 -0.3 -1.9 1.6 0.283
H 1.5671 4.0273 -0.2817 -0.1 -2.0 -0.6 0.262
H -4.3825 -0.0732 3.7201 -0.2 0.0 0.0 0.277
H -1.6423 -2.3408 -2.2407 0.2 0.1 0.2 0.284
H -4.6657 -0.6269 2.0579 0.2 0.0 0.1 0.262
H 5.8350 0.7197 -0.1948 -1.0 0.1 1.6 0.170
H -3.4898 2.1031 2.8210 -0.1 0.0 0.0 0.328
H 1.6873 -1.1926 -2.6496 0.4 -1.1 1.0 0.208
H -5.1569 1.8243 2.2650 0.1 0.1 0.0 0.329
H -0.7437 -1.8058 0.4042 0.0 0.2 -0.4 0.240
H -3.7626 -2.9809 -1.0630 0.0 0.0 0.1 0.385
H -3.0507 -2.4627 0.4832 0.0 -0.1 -0.1 0.245
H -2.1596 0.1354 3.1656 -0.2 -0.3 -0.4 0.282
H 2.2446 0.2505 0.9023 0.0 0.2 0.2 -0.342
```
Forces are in eV/Å.

***

3.
This record from the Open Molecules 2025 dataset describes 3 unconnected molecules or ions with the total composition C6H22ClN4OP. The level of theory is ωB97M-V/def2-TZVPD.

Properties
ΔE to the lowest compared entry with this formula, charge and spin in kcal/mol: 86.39
LUMO energy in hartree: -0.0631

Structure (XYZ):
```
35
Properties=species:S:1:pos:R:3:forces:R:3:mulliken_charge:R:1
Cl 18.9645 -1.8789 -2.6829 -0.3 0.3 0.5 -0.956
P 10.5395 1.0544 -2.0820 -3.0 0.1 -0.8 0.572
O 11.8514 1.4726 -1.5627 0.7 -0.9 -0.4 -0.855
N 9.9977 2.1640 -3.2544 0.2 -0.6 1.2 0.174
N 16.5766 0.3549 1.2801 0.4 -0.2 -0.6 -0.527
N 10.3561 -0.4486 -2.9721 3.2 0.7 2.9 0.427
N 9.3453 1.0910 -0.7882 0.8 -0.3 -1.8 0.132
C 9.1683 -0.9770 -3.6065 0.2 1.0 1.0 -1.105
C 9.2807 -0.1080 0.0280 0.2 0.5 -0.4 -0.990
C 9.1761 2.3120 -0.0143 0.3 0.1 -1.1 -1.059
C 11.6572 -1.1749 -3.1842 -0.5 0.3 0.3 -1.025
C 8.6208 2.4064 -3.5893 0.0 0.5 2.0 -1.123
C 10.9555 2.4465 -4.3028 0.0 -0.3 0.6 -1.015
H 17.2595 -0.0625 0.6640 0.3 -0.6 -1.2 0.386
H 9.2463 3.1481 -0.7100 -0.2 0.2 0.1 0.314
H 11.5479 -2.2485 -3.0310 -0.2 -0.1 -0.4 0.328
H 9.3094 -0.7406 -4.6612 -0.9 -0.7 -0.2 0.292
H 8.1821 2.2695 0.4310 0.1 0.2 0.2 0.384
H 17.1481 0.9890 1.8199 -0.3 0.3 0.9 0.378
H 8.3088 -0.5065 -3.1289 -0.1 0.6 -0.6 0.333
H 9.3625 -0.9243 -0.6897 -0.3 -0.5 0.6 0.290
H 12.1223 -0.9217 -4.1369 -0.4 -0.4 -0.5 0.336
H 15.8736 0.8371 0.7383 -0.2 0.4 -0.4 0.349
H 9.9700 2.4694 0.7159 0.0 -0.2 0.4 0.313
H 8.2862 2.0154 -4.5502 0.0 0.1 -0.1 0.291
H 12.4548 -0.8911 -2.4976 -0.5 0.4 0.5 0.306
H 11.2086 3.5064 -4.3310 0.0 0.1 -0.2 0.301
H 8.4854 3.4739 -3.4158 -0.5 0.4 -1.0 0.406
H 8.0451 2.0159 -2.7501 -0.4 -0.5 -0.3 0.346
H 11.8471 1.8782 -4.0379 0.3 0.2 -0.6 0.319
H 8.3653 -0.0571 0.6175 -0.3 -0.5 -0.3 0.334
H 16.1211 -0.4052 1.7648 0.0 -0.1 0.8 0.370
H 10.5179 2.1244 -5.2477 0.3 0.0 -0.3 0.328
H 10.0863 -0.1455 0.7613 0.4 -0.2 0.0 0.292
H 8.9614 -2.0012 -3.2959 0.6 -0.5 -0.7 0.355
```
Forces are in eV/Å.

***

4.
This record from the Open Molecules 2025 dataset describes 5 unconnected molecules or ions with the total composition C6H22N2O4. The level of theory is ωB97M-V/def2-TZVPD.

Properties
ΔE to the lowest compared entry with this formula, charge and spin in kcal/mol: 75.73
SMILES: CN1CCC[C@H]1CN.O.O.O.O
LUMO energy in hartree: 0.0141

Structure (XYZ):
```
34
Properties=species:S:1:pos:R:3:forces:R:3:mulliken_charge:R:1
O 0.8270 -0.0019 -3.9605 3.9 0.2 -0.3 -0.651
O 2.8008 0.0435 3.0453 -2.1 1.5 -0.2 -0.660
O -3.2942 1.6307 1.0600 5.8 -8.4 2.3 -0.500
O 1.9936 -2.0066 -2.5913 -0.1 -1.4 -0.3 -0.729
N 1.1495 -1.8578 0.9477 -0.5 -0.5 -0.4 -0.541
N 0.1609 0.8053 0.4728 -0.3 0.6 -1.3 0.345
C -1.4043 0.5566 -1.4468 -1.6 -1.0 -0.1 -0.058
C -0.0892 1.1834 -0.9443 1.2 0.7 -1.5 -0.656
C -1.6953 -0.5893 -0.4153 3.4 1.2 -0.5 -0.875
C -0.0671 -1.3635 1.6115 -0.5 -1.7 -1.1 -1.314
C 0.5303 1.7603 1.5394 -1.4 -1.1 -1.8 -1.360
C -0.7930 -0.2029 0.8373 -1.8 -0.9 2.8 0.328
H -2.4437 2.0357 1.0483 1.4 0.0 0.1 0.236
H 0.2242 -1.1661 2.6668 -0.4 0.4 -0.7 0.378
H -3.7813 2.2751 0.8808 -7.3 8.5 -2.4 0.239
H -2.3319 1.2101 -1.4932 1.5 -0.2 0.3 0.198
H 1.8576 -2.9981 -2.6750 0.4 2.0 0.7 0.327
H -1.3981 0.0513 -2.4680 0.5 1.0 1.2 -0.018
H 0.7792 0.8064 -1.5682 -1.0 0.3 0.6 0.297
H 1.3949 2.3358 1.2850 0.8 -0.1 0.2 0.234
H -0.0817 -0.0001 -3.9158 -2.8 -0.4 0.5 0.275
H -0.1168 2.2687 -1.2181 0.2 -0.5 0.9 0.244
H 1.8086 -1.0825 0.9736 0.0 -0.5 -1.1 0.228
H 0.9210 -2.2485 -0.0054 0.6 1.1 1.4 0.232
H -2.7102 -0.6224 -0.2219 -1.9 -0.2 0.8 0.307
H 2.1880 -1.6949 -1.6969 0.0 -0.8 -0.1 0.333
H 1.2781 -0.6783 -3.3950 -1.2 0.4 -0.7 0.414
H -0.2557 2.4537 1.7294 -1.0 1.0 0.2 0.339
H 0.5415 1.1423 2.4065 0.8 0.0 1.0 0.700
H 3.4866 -0.5547 2.8492 1.1 -1.2 -0.6 0.307
H 2.1756 0.0959 2.2824 1.1 -0.1 1.0 0.288
H -1.3885 -1.4800 -0.9607 0.2 -0.5 0.7 0.386
H -1.5096 0.1446 1.6976 0.8 -0.1 -1.6 0.278
H -0.7568 -2.2518 1.6430 0.3 0.9 0.2 0.452
```
Forces are in eV/Å.

***

5.
This record from the Open Molecules 2025 dataset describes a molecular structure, C6H23B2NO2Ti. The level of theory is ωB97M-V/def2-TZVPD.

Properties
Multiplicity: 5
LUMO energy (spin up / spin down) in hartree: 0.0206 / -0.2037

Structure (XYZ):
```
35
Properties=species:S:1:pos:R:3:forces:R:3:mulliken_charge:R:1
Ti 0.1383 -0.0375 -0.6820 -0.1 0.8 0.7 -0.200
O 2.2928 1.2030 0.3194 0.5 1.3 0.2 -0.191
O -2.2281 -0.5808 -0.4341 1.2 0.7 0.3 -0.107
N 0.0977 -0.2233 1.6348 -0.3 -1.4 -0.2 0.010
C -1.3514 -0.4213 1.9522 0.1 1.5 -1.6 -0.793
C 2.2329 1.1420 1.7562 -1.2 -2.1 -0.7 -0.688
C -3.1549 -1.0809 -1.4075 -0.1 -0.8 0.8 -0.869
C 0.7589 0.8962 2.2767 0.9 0.9 -0.2 -0.667
C -2.1235 -1.2202 0.8674 -0.5 -0.5 -0.5 -0.609
C 3.5294 1.8522 -0.1052 -1.3 -0.5 -0.3 -0.908
B -0.6916 1.6586 -2.3267 -3.1 -1.4 0.9 0.542
B 0.6100 -2.3918 -1.4429 1.3 -1.1 1.8 0.435
H 1.6291 -2.0550 -1.3327 3.8 1.8 0.4 -0.157
H -0.1357 2.5335 -2.6263 3.8 3.5 -1.4 0.013
H 2.7828 0.2148 1.9178 0.1 -0.3 0.8 0.354
H -1.7402 0.5961 1.9093 -0.4 0.1 0.2 0.308
H 2.7838 1.8869 2.3304 -0.4 0.6 -0.4 0.448
H -1.5557 -0.8054 2.9517 0.1 -0.3 0.0 0.382
H -4.1799 -0.9027 -1.0824 -0.1 0.3 0.1 0.307
H -3.1430 -1.3920 1.2128 -0.1 0.1 0.3 0.520
H 3.6769 1.6175 -1.1594 0.0 -0.2 0.1 0.232
H -0.1637 0.7721 -2.6424 3.3 -3.4 -2.6 -0.074
H -0.8441 1.7404 -1.2616 -0.4 1.0 4.4 -0.102
H -1.6583 1.7159 -2.8026 -3.5 -0.1 -1.6 -0.204
H 4.3651 1.4808 0.4880 0.1 0.2 0.0 0.370
H 0.8962 0.7182 3.3432 -0.2 0.1 0.4 0.391
H -2.9950 -0.6333 -2.3884 0.3 0.3 0.4 0.255
H 0.5594 -1.0529 1.9794 0.3 -0.5 -0.3 0.160
H 3.3856 2.9315 -0.0560 0.3 0.1 0.4 0.324
H 0.1234 -1.7571 -2.1671 -2.5 2.7 -4.1 -0.103
H -3.0665 -2.1613 -1.5216 0.3 -0.2 0.0 0.350
H 0.6564 -3.3939 -1.8404 -0.5 -3.6 -2.1 -0.098
H 0.1058 -2.3913 -0.4889 -2.1 0.3 3.5 -0.360
H -1.6806 -2.2017 0.6985 0.2 -0.1 0.1 0.377
H 0.0876 1.7424 2.1307 0.4 0.3 0.0 0.349
```
Forces are in eV/Å.

***

6.
This record from the Open Molecules 2025 dataset describes 5 unconnected molecules or ions with the total composition C6H23NO4. The level of theory is ωB97M-V/def2-TZVPD.

Properties
Multiplicity: 2
Total charge: -1
LUMO energy (spin up / spin down) in hartree: 0.1136 / 0.1100

Structure (XYZ):
```
34
Properties=species:S:1:pos:R:3:forces:R:3:mulliken_charge:R:1
O 1.5111 -2.8531 2.4317 0.2 0.1 0.1 -1.069
O -0.9082 3.4705 -3.1738 0.0 0.1 -0.8 -0.697
O 2.1061 -3.7588 -0.7175 0.1 -0.3 -0.1 -0.888
O -0.1751 3.1807 -0.6155 -0.4 0.6 -0.7 -0.427
N 0.3409 0.3603 0.6143 -0.7 -0.2 -0.8 -0.163
C 2.6638 0.8871 0.1720 0.2 0.2 -0.3 -1.625
C 1.4001 0.2704 -0.3958 -0.2 -0.5 0.3 0.121
C -2.0934 0.6433 0.7605 0.6 -1.3 -0.8 -0.378
C -1.0633 -1.7183 0.5075 0.3 0.3 1.7 -1.704
C -3.4802 0.0422 0.5317 0.3 0.3 0.3 -1.384
C -0.9342 -0.2272 0.1840 -1.2 -0.5 -0.4 0.005
H -1.8603 0.7796 1.8156 -0.2 0.4 0.0 0.291
H -3.7100 0.0115 -0.5341 -0.1 0.1 0.0 0.356
H -0.2008 -2.3147 0.2147 -0.1 0.0 -0.5 0.508
H -0.0664 3.0605 -2.9435 -0.2 0.0 0.1 0.322
H -0.2689 2.2961 -0.2387 0.6 0.1 0.8 0.387
H -1.0984 -0.2031 -0.9017 0.7 0.5 -0.1 0.143
H 3.5637 0.5529 -0.3494 -0.1 0.1 -0.2 0.658
H 0.9828 0.7519 -1.2838 0.4 0.4 0.0 0.406
H 1.4192 -4.0615 -1.3298 0.0 0.1 0.1 0.452
H -3.5437 -0.9725 0.9112 -0.1 -0.1 0.2 0.342
H 0.4175 3.7468 -0.1174 0.1 -0.6 0.4 0.175
H -2.0199 -2.1495 0.2201 0.2 -0.1 -0.4 0.430
H 2.1589 -3.1589 1.7729 -0.1 -0.1 -0.1 0.276
H 2.0508 -2.2295 2.9502 -0.1 0.0 0.0 0.553
H -4.2126 0.6596 1.0542 -0.2 -0.1 -0.2 0.394
H 2.8213 0.5820 1.2081 -0.2 -0.1 0.0 0.317
H 2.5943 1.9762 0.1333 0.1 0.0 0.1 0.278
H -2.0182 1.5459 0.1616 -0.2 0.6 0.6 0.227
H 1.6183 -0.7490 -0.7509 -0.1 -0.1 0.4 -0.348
H 0.5813 -0.1487 1.4613 0.5 0.1 0.0 0.475
H 1.9202 -2.8212 -0.5621 0.0 0.1 0.0 0.089
H -1.0136 -1.8189 1.6023 -0.1 0.0 0.0 0.168
H -1.1291 3.9571 -2.3779 0.0 -0.2 0.3 0.310
```
Forces are in eV/Å.